DFT (wB97M-V/def2-TZVPD) results for a molecular structure, C24H48F6NNbO7P at a distorted geometry.

For the total energy, the calculation gives -68622.0751 eV. The LUMO energy is 2.1 eV. Its total charge is -1. As for the HOMO energy: -3.72 eV. The calculation puts the frontier orbital gap at 5.87 eV.

```
88
Properties=species:S:1:pos:R:3:lowdin_charge:R:1
C -2.7477 -3.7537 3.1419 -0.18
C -1.1999 -4.1676 2.7486 -0.40
O -0.7813 -3.7490 1.4027 -0.51
Nb -0.6083 -1.6649 1.2000 1.35
C -0.0217 -1.7673 -1.0182 -0.38
C 0.7659 -0.3954 -1.4996 -0.29
C 0.3396 0.0177 -3.0447 -0.18
C 1.5223 -0.4565 -4.1124 -0.21
O 2.3517 0.7258 -4.5042 -0.18
C 1.6077 -1.6151 1.7351 -0.41
C 2.3055 -3.0391 2.0689 -0.30
C 2.4890 -4.1105 0.8696 -0.20
C 3.3223 -3.6355 -0.4462 -0.22
N 3.9740 -2.2849 -0.3888 -0.16
C 5.2489 -2.2454 0.4151 -0.10
C 4.3753 -1.9383 -1.8354 -0.28
C 4.5827 -0.3787 -2.3720 -0.04
O 4.6237 -2.8952 -2.7721 -0.08
P -3.0579 -1.4570 0.5221 0.63
C -3.2305 0.3375 -0.2181 -0.42
C -3.5391 -2.5948 -0.9308 -0.55
C -3.1031 -4.1656 -0.7715 -0.21
H -2.7194 -2.6999 3.6523 0.04
H -3.1473 -4.5742 3.8885 0.07
H -3.4620 -3.7634 2.2128 0.03
H -0.4108 -3.8699 3.5930 0.09
H -1.1831 -5.3615 2.7393 0.10
H -0.9721 -1.5321 2.9838 -0.12
H -0.5309 0.1780 1.1367 -0.10
H 0.6029 -2.7601 -1.2185 0.03
H -0.9702 -1.8635 -1.7341 0.02
H 1.9111 -0.6152 -1.3911 0.07
H 0.4707 0.4919 -0.7853 0.06
H -0.6820 -0.4818 -3.3952 0.10
H 0.2238 1.1922 -3.1855 0.10
H 2.2043 -1.2610 -3.5927 0.10
H 1.0570 -0.9270 -5.0874 0.12
H 2.3775 1.3865 -3.7462 0.06
H 2.1352 -0.9529 0.9165 0.02
H 1.6782 -0.9675 2.7352 0.04
H 3.3609 -2.8034 2.5732 0.09
H 1.6749 -3.5620 2.9323 0.09
H 3.0956 -5.0319 1.3298 0.11
H 1.4809 -4.6106 0.4707 0.11
H 2.5767 -3.7025 -1.3749 0.12
H 4.1494 -4.4643 -0.6731 0.13
H 5.4344 -1.0987 0.6862 0.11
H 6.1594 -2.5798 -0.2391 0.10
H 5.2201 -2.8085 1.4401 0.09
H 4.6073 -0.3407 -3.5585 0.10
H 5.6667 -0.0533 -2.0254 0.09
H 3.7625 0.3641 -1.9929 0.05
H -4.3341 0.7326 -0.1614 0.01
H -2.4516 1.0703 0.2637 -0.01
H -2.9055 0.2185 -1.3584 0.03
H -3.1938 -2.0943 -1.9492 0.06
H -4.7316 -2.5861 -0.9783 0.07
H -3.5991 -4.7698 -1.6644 0.07
H -3.4655 -4.6749 0.2180 0.06
H -1.9175 -4.2281 -0.8967 0.07
C 2.6904 7.1493 -3.0616 -0.07
C 2.2839 6.8549 -1.6292 -0.21
O 2.1063 5.4436 -1.4350 0.01
C 3.2472 4.7178 -1.2061 -0.32
O 4.3726 5.2063 -1.1683 0.14
C 2.9100 3.2465 -0.9681 -0.46
F 2.0003 2.7616 -1.8619 0.13
F 2.3746 3.0378 0.2691 0.15
F 3.9971 2.4290 -1.0550 0.13
H 1.9697 6.7147 -3.7627 0.08
H 2.7475 8.2268 -3.2344 0.08
H 3.6648 6.7081 -3.2941 0.08
H 1.3204 7.3285 -1.4178 0.13
H 3.0063 7.2616 -0.9121 0.12
C -7.5179 2.6434 3.3238 -0.07
C -6.7182 3.8845 2.9719 -0.22
O -5.3450 3.7268 3.3599 0.01
C -4.5482 3.0291 2.4886 -0.31
O -4.9477 2.5464 1.4331 0.13
C -3.1083 2.9799 2.9982 -0.47
F -3.0282 2.6868 4.3283 0.14
F -2.4661 4.1720 2.8330 0.14
F -2.3478 2.0464 2.3596 0.11
H -7.4050 2.4019 4.3863 0.08
H -8.5782 2.7907 3.1044 0.08
H -7.1643 1.7733 2.7614 0.08
H -7.1092 4.7415 3.5286 0.12
H -6.7990 4.1291 1.9065 0.12
```

DFT (wB97M-V/def2-TZVPD) results for 13 unconnected molecules or ions with the total composition C53H140N18O21 at a distorted geometry.

For the total energy, the calculation gives -127037.0499 eV. The LUMO energy is 0.1 eV. As for the HOMO energy: -8.18 eV. The calculation puts the frontier orbital gap at 8.28 eV. Its energy above the lowest of the compared OMol25 structures with the same formula, charge and spin is 132.7 kcal/mol.

```
232
Properties=species:S:1:pos:R:3:lowdin_charge:R:1
C -2.7015 -0.3349 -3.8282 -0.10
O -3.4660 -1.1190 -4.7408 -0.19
C -4.4703 -0.3884 -5.4296 -0.24
C -5.0684 -1.3620 -6.3445 -0.23
N -4.1750 -1.4552 -7.5228 -0.04
C -4.6090 -2.5339 -8.4157 -0.19
C -4.1069 -3.9418 -8.0031 -0.18
O -2.7377 -4.0870 -8.4666 -0.21
C -1.6152 -3.6035 -7.6730 -0.07
H -3.2893 0.2489 -3.1198 0.08
H -2.1214 0.3597 -4.4357 0.08
H -2.0070 -0.9129 -3.2185 0.08
H -4.2016 0.5764 -5.8597 0.13
H -5.2064 0.0167 -4.7352 0.12
H -6.1166 -1.2648 -6.6271 0.12
H -5.1341 -2.2553 -5.7233 0.11
H -3.3004 -1.6302 -7.0490 0.06
H -4.2546 -2.3721 -9.4337 0.11
H -5.6889 -2.3871 -8.4373 0.11
H -4.6630 -4.6930 -8.5638 0.11
H -4.2557 -4.1984 -6.9542 0.11
H -1.7591 -2.5426 -7.4687 0.05
H -0.8441 -3.4476 -8.4275 0.08
H -1.3512 -4.1927 -6.7948 0.09
C -9.2243 0.1311 -2.4143 -0.14
O -8.0663 -0.2776 -3.0787 -0.18
C -8.0857 -1.7040 -3.4334 -0.18
C -7.8021 -2.6819 -2.3280 -0.25
N -6.4834 -3.2171 -2.1560 -0.05
C -5.6400 -2.1203 -1.6471 -0.19
C -4.2024 -2.6342 -1.4439 -0.18
O -4.0143 -3.7553 -0.5527 -0.18
C -4.4216 -3.4811 0.7781 -0.12
H -10.2127 0.0287 -2.8624 0.08
H -9.1672 1.1929 -2.1750 0.09
H -9.2805 -0.3859 -1.4563 0.07
H -7.2492 -1.8858 -4.1082 0.10
H -8.7872 -1.9725 -4.2233 0.12
H -8.4809 -3.5027 -2.5598 0.12
H -8.0046 -2.2304 -1.3568 0.11
H -6.5471 -3.9464 -1.4602 0.11
H -6.1119 -1.7546 -0.7351 0.10
H -5.6242 -1.3324 -2.4001 0.12
H -3.6620 -1.7692 -1.0592 0.10
H -3.7669 -2.8517 -2.4192 0.12
H -3.5815 -2.8943 1.1497 0.07
H -4.4079 -4.4188 1.3336 0.09
H -5.2935 -2.8694 1.0101 0.08
C 5.4399 -5.4119 6.0004 -0.12
O 5.3781 -4.0506 6.2527 -0.19
C 6.6493 -3.5025 6.4196 -0.26
C 6.5038 -2.1757 7.0656 -0.18
N 6.2760 -1.0700 6.1547 -0.03
C 5.0982 -1.0580 5.4160 -0.25
C 5.1080 0.1553 4.5515 -0.27
O 6.0353 0.0656 3.5470 -0.21
C 6.2095 1.3499 2.8583 -0.04
H 5.6912 -5.8926 6.9459 0.08
H 6.3492 -5.7681 5.5164 0.09
H 4.4909 -5.8118 5.6432 0.09
H 7.3097 -3.4401 5.5547 0.12
H 7.3353 -4.0663 7.0518 0.12
H 7.4073 -1.9574 7.6348 0.12
H 5.7611 -2.3527 7.8435 0.13
H 6.9886 -0.8874 5.4626 0.12
H 4.2124 -0.9735 6.0455 0.12
H 4.9839 -1.8926 4.7243 0.12
H 5.1493 0.9756 5.2681 0.13
H 4.1597 0.3768 4.0617 0.09
H 6.8664 1.9672 3.4710 0.10
H 5.3538 1.9467 2.5426 0.08
H 6.6529 1.1034 1.8936 0.09
C -4.6114 4.4573 1.9964 -0.06
O -4.4379 3.8944 3.3668 -0.20
C -3.0553 3.6842 3.7452 -0.20
C -3.0900 2.6949 4.9738 -0.19
N -3.4120 1.3410 4.6222 -0.05
C -2.4662 0.7025 3.6981 -0.19
C -2.6759 -0.7494 3.4156 -0.22
O -2.7363 -1.4992 4.6563 -0.19
C -3.1548 -2.8836 4.3292 -0.08
H -4.1498 5.4419 1.9216 0.08
H -5.6642 4.7276 1.9146 0.08
H -4.4124 3.8059 1.1454 0.05
H -2.6227 4.6725 3.9011 0.10
H -2.4547 3.3712 2.8911 0.09
H -3.8686 3.0373 5.6554 0.12
H -2.1506 2.7761 5.5208 0.08
H -4.3968 1.2481 4.4178 0.12
H -1.4619 1.0290 3.9679 0.10
H -2.7696 1.0471 2.7095 0.09
H -1.9233 -1.1279 2.7240 0.12
H -3.6916 -0.8878 3.0450 0.10
H -4.1696 -2.9469 3.9363 0.08
H -3.2489 -3.5565 5.1816 0.08
H -2.4133 -3.2693 3.6296 0.07
C -0.8734 0.7955 -8.1074 -0.17
O -0.3294 0.4123 -6.9166 -0.21
C 0.9508 -0.2701 -7.0790 -0.17
C 1.7607 -0.4375 -5.7704 -0.17
N 2.1399 0.8859 -5.1960 -0.03
C 2.9930 0.8077 -4.0157 -0.21
C 4.3572 0.2642 -4.3324 -0.24
O 4.9729 -0.0330 -3.0910 -0.21
C 6.2208 -0.7517 -3.2504 -0.10
H -1.8978 1.1675 -8.0940 0.09
H -0.9807 -0.0217 -8.8207 0.08
H -0.2627 1.5683 -8.5743 0.09
H 1.5156 0.3118 -7.8073 0.12
H 0.6942 -1.2096 -7.5686 0.11
H 2.6016 -1.0243 -6.1402 0.11
H 1.2490 -1.0531 -5.0306 0.11
H 1.2828 1.3968 -5.0401 0.09
H 2.6049 0.0297 -3.3583 0.10
H 3.0943 1.7862 -3.5464 0.11
H 4.9543 0.9076 -4.9786 0.13
H 4.3845 -0.6993 -4.8415 0.11
H 6.9582 -0.3211 -3.9278 0.09
H 6.1593 -1.8360 -3.3436 0.07
H 6.7179 -0.4565 -2.3263 0.09
C -0.4957 3.9211 -5.2638 -0.10
O 0.6020 4.1135 -4.3660 -0.27
C 1.6340 5.0258 -4.8384 -0.17
C 3.0138 4.7847 -4.1491 -0.22
N 2.9216 4.9152 -2.7275 -0.03
C 2.8493 6.3641 -2.3669 -0.19
C 2.5118 6.6554 -0.9264 -0.20
O 3.5866 6.1715 -0.0793 -0.20
C 3.2756 6.3544 1.3397 -0.08
H -0.9013 4.8843 -5.5737 0.10
H -1.3126 3.2458 -5.0094 0.09
H -0.0219 3.4891 -6.1452 0.08
H 1.2700 6.0365 -4.6541 0.11
H 1.6195 4.9424 -5.9251 0.12
H 3.6076 5.5267 -4.6830 0.12
H 3.3490 3.8129 -4.5114 0.10
H 2.0505 4.4176 -2.6107 0.08
H 2.1201 6.8826 -2.9895 0.10
H 3.7918 6.8168 -2.6746 0.12
H 1.5406 6.1984 -0.7368 0.10
H 2.4455 7.7151 -0.6797 0.12
H 3.9505 5.6848 1.8728 0.08
H 2.2508 6.0316 1.5228 0.05
H 3.3958 7.3821 1.6823 0.08
C -4.7405 0.7158 0.9794 -0.09
O -3.4257 0.5544 0.4786 -0.22
C -2.8768 1.6141 -0.2430 -0.20
C -1.5750 1.2066 -1.0803 -0.17
N -0.4530 1.5045 -0.2613 -0.06
C 0.7748 1.5651 -1.0562 -0.19
C 2.0297 1.6092 -0.1234 -0.19
O 2.0038 0.3785 0.6253 -0.21
C 3.3402 0.0234 1.0943 -0.07
H -4.7549 1.3785 1.8447 0.07
H -5.2253 -0.2216 1.2522 0.08
H -5.2865 1.2258 0.1858 0.09
H -2.8228 2.5640 0.2888 0.09
H -3.6188 1.8138 -1.0161 0.10
H -1.6245 1.6381 -2.0800 0.11
H -1.5474 0.1202 -1.1640 0.11
H -0.1918 0.7005 0.2914 0.10
H 0.8390 2.3188 -1.8410 0.10
H 0.9863 0.6215 -1.5590 0.10
H 2.0562 2.4158 0.6093 0.11
H 2.8941 1.8286 -0.7502 0.11
H 3.5587 -1.0160 1.3390 0.09
H 3.4739 0.5748 2.0250 0.05
H 4.1352 0.4623 0.4916 0.09
C 0.9523 -1.3571 3.8363 -0.09
O 1.4376 -2.5770 4.4014 -0.18
C 1.6741 -2.5896 5.8436 -0.18
C 2.3644 -3.9143 6.1334 -0.16
N 1.3110 -5.0007 6.1916 -0.07
C 0.3654 -5.0373 7.2725 -0.21
C -0.5712 -6.2475 6.9426 -0.19
O -1.7969 -5.9522 6.2280 -0.16
C -1.4273 -5.6271 4.8689 -0.12
H 0.4703 -1.5515 2.8782 0.09
H 1.8433 -0.8720 3.4376 0.06
H 0.3113 -0.6966 4.4201 0.07
H 0.6924 -2.5242 6.3128 0.11
H 2.2423 -1.7410 6.2245 0.10
H 2.9538 -3.8591 7.0487 0.12
H 3.0209 -4.0773 5.2787 0.10
H 0.7114 -4.7076 5.4336 0.05
H -0.2076 -4.1144 7.3619 0.11
H 0.9106 -5.1746 8.2063 0.12
H -0.7903 -6.6370 7.9368 0.11
H -0.1089 -7.1088 6.4605 0.12
H -2.2456 -5.3457 4.2062 0.07
H -0.8926 -6.3709 4.2782 0.10
H -0.8351 -4.7188 4.7572 0.06
C -2.8417 4.5027 -2.5733 -0.72
O -3.4907 4.1420 -3.5617 0.00
N -1.4775 4.5800 -2.4423 0.18
N -3.3921 4.8634 -1.4599 0.16
H -1.1511 5.1252 -1.6573 0.05
H -0.8886 4.3448 -3.2283 0.04
H -2.8867 5.2324 -0.6671 0.06
H -4.3771 5.0762 -1.5275 0.12
C -0.7365 5.5932 1.0481 -0.78
O -1.2827 5.8904 0.0080 0.00
N -0.1923 4.4341 1.2445 0.21
N -0.7915 6.2273 2.1734 0.19
H 0.1963 4.3031 2.1675 0.07
H -0.3541 3.7606 0.5094 0.09
H -0.5503 5.7896 3.0511 0.10
H -1.4487 6.9917 2.1109 0.13
C 4.5604 -3.8273 -0.8562 -0.67
O 4.7816 -3.6804 0.3551 0.00
N 4.0704 -2.8413 -1.6750 0.17
N 4.6433 -4.9842 -1.4234 0.18
H 4.1715 -2.9732 -2.6713 0.09
H 3.6443 -1.9898 -1.3383 0.10
H 5.0841 -5.7851 -0.9942 0.13
H 4.4214 -4.9553 -2.4083 0.11
C 1.1777 3.2749 4.2945 -0.77
O 1.6835 4.0750 3.5516 0.04
N 1.2174 1.9694 4.1569 0.19
N 0.5542 3.5283 5.4038 0.17
H 0.7161 1.4627 4.8726 0.09
H 1.5713 1.5133 3.3282 0.10
H 0.1254 2.7957 5.9511 0.11
H 0.3849 4.4716 5.7225 0.13
C 7.3432 -2.8638 2.5937 -0.80
O 8.3161 -2.4185 3.1506 0.03
N 7.2715 -4.1121 2.3013 0.16
N 6.1821 -2.2977 2.3378 0.18
H 7.9951 -4.6960 2.6955 0.11
H 6.4458 -4.6044 1.9915 0.10
H 6.0703 -1.3301 2.6051 0.06
H 5.4658 -2.7620 1.7981 0.05
```

DFT (wB97M-V/def2-TZVPD) results for 3 unconnected molecules or ions with the total composition C8H19N3O10PS3 at a distorted geometry.

For the total energy, the calculation gives -75332.1464 eV. The LUMO energy is -4.4 eV. Its total charge is +1. As for the HOMO energy: -12.56 eV. The calculation puts the frontier orbital gap at 8.20 eV. Its energy above the lowest of the compared OMol25 structures with the same formula, charge and spin is 0.0 kcal/mol.

```
44
Properties=species:S:1:pos:R:3:lowdin_charge:R:1
N -3.3104 -2.0043 0.7781 0.19
C -2.9067 -0.7807 1.2108 -0.35
N -3.3271 0.4302 0.7581 0.14
C -3.0550 1.3742 1.8751 -0.10
C -1.8356 0.7690 2.5844 -0.54
C -0.4741 1.2310 2.0363 -0.18
O -0.3987 0.8289 0.6640 -0.17
O -0.1459 1.9656 -0.1852 0.00
P -1.8589 1.0373 4.4305 0.39
S -0.7994 2.5072 5.0574 0.25
N -2.0140 -0.6660 2.1955 0.18
H -3.9471 -2.5484 1.3381 0.13
H -3.0414 -2.3751 -0.1227 0.10
H -3.0091 0.6855 -0.1738 0.17
H -2.9864 2.4166 1.5629 0.15
H -3.9198 1.2752 2.5414 0.12
H -0.3498 2.3146 2.1007 0.12
H 0.3342 0.7549 2.6048 0.14
H -0.8089 2.6264 0.0754 0.10
H -3.2413 1.1341 4.6505 0.00
H -1.5209 -0.2449 4.8992 -0.01
H -2.0750 -1.3823 2.9126 0.16
C -0.5683 -1.8215 -1.0897 -0.17
C 0.2733 -1.7360 -2.3396 -0.14
O 0.4298 -3.1136 -2.7223 -0.17
S -0.8838 -3.9403 -2.3796 0.60
O -1.7414 -4.0170 -3.5051 -0.20
O -0.5124 -5.0993 -1.6592 -0.20
O -1.5231 -2.8565 -1.3743 -0.24
H 0.0250 -2.0996 -0.2169 0.15
H -1.1001 -0.9021 -0.8930 0.10
H 1.2311 -1.2636 -2.1483 0.11
H -0.2440 -1.2028 -3.1396 0.14
C 5.3455 0.8568 -2.4055 -0.14
C 4.9612 2.2885 -2.7236 -0.14
O 3.5698 2.3489 -2.3446 -0.18
S 3.3067 1.4246 -1.0851 0.58
O 3.3082 2.1830 0.1119 -0.21
O 2.1979 0.5897 -1.4034 -0.24
O 4.6502 0.5898 -1.1701 -0.18
H 4.9947 0.1582 -3.1650 0.14
H 6.4094 0.7224 -2.2366 0.14
H 5.0398 2.5338 -3.7779 0.14
H 5.5219 3.0076 -2.1266 0.14
```